{
  "formula": "C2H6N2O2",
  "method": "the ωB97M-V functional and the def2-TZVPD basis",
  "orbital_gap_ev": 9.7185,
  "charge": 0,
  "smiles": "NN[C@H]1COO1",
  "homo_ha": -0.3226,
  "elements": ["N", "N", "C", "C", "O", "O", "H", "H", "H", "H", "H", "H"],
  "xyz": [[1.592, 0.374, -1.098], [0.231, 0.336, -0.713], [-0.132, -0.307, 0.434], [-1.612, -0.465, 0.750], [-1.599, -1.878, 0.679], [-0.223, -2.010, 0.307], [2.098, 0.985, -0.458], [2.010, -0.559, -1.051], [-0.346, 0.122, -1.520], [0.543, -0.147, 1.271], [-1.912, -0.115, 1.741], [-2.264, -0.027, -0.014]],
  "nbo_charge": [-0.6487, -0.4508, 0.2123, -0.1107, -0.2906, -0.3499, 0.3527, 0.3472, 0.3799, 0.1956, 0.1876, 0.1754]
}

{
  "formula": "C46H107N13O10",
  "method": "the ωB97M-V functional and the def2-TZVPD basis",
  "orbital_gap_ev": 8.6799,
  "charge": 0,
  "smiles": "CC1(C)CCCC(C)(C)N1O.CC1(C)CCCC(C)(C)N1O.CC1(C)CCCC(C)(C)N1O.CC1(C)CCCC(C)(C)N1O.COCCNCCOC.NC(N)=O.NC(N)=O.NC(N)=O.NC(N)=O",
  "homo_ha": -0.2979,
  "elements": ["C", "C", "C", "C", "C", "C", "C", "C", "C", "N", "O", "H", "H", "H", "H", "H", "H", "H", "H", "H", "H", "H", "H", "H", "H", "H", "H", "H", "H", "H", "C", "C", "C", "C", "C", "C", "C", "C", "C", "N", "O", "H", "H", "H", "H", "H", "H", "H", "H", "H", "H", "H", "H", "H", "H", "H", "H", "H", "H", "H", "C", "C", "C", "C", "C", "C", "C", "C", "C", "N", "O", "H", "H", "H", "H", "H", "H", "H", "H", "H", "H", "H", "H", "H", "H", "H", "H", "H", "H", "H", "C", "C", "C", "C", "C", "C", "C", "C", "C", "N", "O", "H", "H", "H", "H", "H", "H", "H", "H", "H", "H", "H", "H", "H", "H", "H", "H", "H", "H", "H", "C", "O", "C", "C", "N", "C", "C", "O", "C", "H", "H", "H", "H", "H", "H", "H", "H", "H", "H", "H", "H", "H", "H", "H", "N", "C", "N", "O", "H", "H", "H", "H", "N", "C", "N", "O", "H", "H", "H", "H", "N", "C", "N", "O", "H", "H", "H", "H", "N", "C", "N", "O", "H", "H", "H", "H"],
  "xyz": [[4.229, 2.509, 0.783], [4.895, 3.625, 1.628], [6.368, 3.901, 0.948], [4.107, 4.932, 1.555], [2.796, 4.891, 2.328], [3.240, 4.643, 3.771], [3.991, 3.282, 3.955], [4.607, 3.203, 5.413], [3.093, 2.002, 3.747], [5.141, 3.286, 3.036], [5.764, 1.943, 3.095], [4.413, 2.600, -0.304], [4.639, 1.569, 1.128], [3.129, 2.508, 0.969], [6.941, 3.017, 0.888], [6.260, 4.305, -0.045], [6.821, 4.682, 1.541], [4.585, 5.821, 1.895], [3.817, 5.041, 0.498], [2.167, 5.846, 2.273], [2.147, 4.110, 2.017], [2.432, 4.683, 4.493], [4.004, 5.398, 4.103], [5.049, 2.218, 5.542], [3.745, 3.318, 6.076], [5.191, 4.114, 5.618], [3.801, 1.169, 3.614], [2.368, 2.091, 2.930], [2.488, 1.834, 4.618], [6.702, 2.103, 3.300], [1.999, 4.358, -1.751], [0.466, 4.307, -1.910], [-0.138, 4.032, -0.569], [0.163, 5.649, -2.612], [-1.187, 5.835, -3.140], [-1.500, 4.648, -4.037], [-1.170, 3.271, -3.492], [-2.354, 2.954, -2.510], [-1.288, 2.234, -4.584], [0.186, 3.236, -2.948], [0.480, 1.924, -2.351], [2.477, 4.458, -2.720], [2.120, 5.285, -1.195], [2.394, 3.492, -1.197], [-1.175, 4.359, -0.463], [0.019, 2.952, -0.362], [0.544, 4.589, 0.107], [0.436, 6.390, -1.906], [0.916, 5.747, -3.378], [-2.004, 6.041, -2.472], [-1.178, 6.764, -3.699], [-0.842, 4.761, -4.887], [-2.539, 4.666, -4.353], [-2.653, 3.805, -1.904], [-2.261, 1.944, -2.028], [-3.218, 2.774, -3.170], [-2.052, 2.434, -5.302], [-1.514, 1.253, -4.196], [-0.338, 2.123, -5.168], [-0.304, 1.660, -1.817], [-1.420, -3.431, 0.153], [-2.891, -3.239, 0.452], [-3.644, -4.111, -0.566], [-3.210, -3.660, 1.839], [-4.600, -3.319, 2.273], [-4.699, -1.830, 2.262], [-4.370, -1.174, 0.924], [-5.604, -1.376, -0.053], [-4.109, 0.373, 1.114], [-3.113, -1.821, 0.367], [-2.975, -1.339, -0.954], [-1.246, -4.511, 0.166], [-0.942, -2.967, 1.015], [-1.187, -3.041, -0.823], [-3.324, -5.100, -0.279], [-3.330, -3.954, -1.602], [-4.723, -4.023, -0.511], [-2.949, -4.692, 1.957], [-2.636, -3.071, 2.512], [-4.855, -3.615, 3.273], [-5.374, -3.763, 1.637], [-4.052, -1.466, 3.135], [-5.652, -1.419, 2.516], [-5.775, -2.465, -0.274], [-6.499, -0.922, 0.337], [-5.303, -0.936, -0.968], [-4.951, 0.855, 1.507], [-3.290, 0.594, 1.773], [-3.964, 0.833, 0.151], [-2.507, -0.503, -0.826], [0.712, -1.527, 5.898], [-0.386, -2.694, 6.265], [-0.195, -3.922, 5.326], [-0.293, -2.965, 7.803], [-1.543, -3.541, 8.450], [-2.586, -2.519, 8.169], [-2.936, -2.397, 6.640], [-3.620, -3.717, 6.132], [-4.023, -1.274, 6.435], [-1.712, -1.969, 6.004], [-1.816, -1.794, 4.576], [0.723, -1.393, 4.809], [0.445, -0.722, 6.472], [1.677, -1.914, 6.221], [-0.389, -3.621, 4.300], [0.844, -4.230, 5.348], [-0.809, -4.725, 5.718], [0.573, -3.674, 7.947], [0.081, -2.053, 8.233], [-1.780, -4.549, 8.062], [-1.335, -3.674, 9.574], [-2.347, -1.532, 8.514], [-3.585, -2.838, 8.516], [-4.573, -3.966, 6.509], [-2.948, -4.552, 6.174], [-3.751, -3.569, 5.085], [-5.003, -1.573, 6.779], [-3.965, -0.973, 5.413], [-3.650, -0.439, 7.065], [-1.518, -0.929, 4.419], [-2.066, -1.215, -12.200], [-1.308, -1.465, -11.062], [-0.411, -0.371, -10.785], [0.272, -0.679, -9.485], [-0.782, -0.983, -8.545], [-0.155, -1.347, -7.256], [-1.212, -1.381, -6.118], [-0.791, -2.328, -5.107], [-1.602, -2.308, -3.981], [-2.835, -0.414, -11.982], [-2.585, -2.086, -12.499], [-1.518, -0.898, -13.106], [-1.000, 0.549, -10.651], [0.335, -0.236, -11.603], [0.883, 0.168, -9.108], [1.005, -1.474, -9.586], [-1.246, -1.811, -8.826], [0.670, -0.650, -7.072], [0.317, -2.392, -7.224], [-2.163, -1.620, -6.561], [-1.356, -0.398, -5.681], [-2.693, -2.409, -4.068], [-1.435, -1.508, -3.209], [-1.336, -3.252, -3.453], [2.277, -2.366, 1.175], [2.811, -1.647, 2.203], [3.715, -2.399, 2.896], [2.404, -0.510, 2.500], [1.510, -1.946, 0.648], [2.936, -2.994, 0.674], [3.878, -3.367, 2.668], [4.142, -1.972, 3.711], [3.439, -4.204, -2.722], [3.655, -3.562, -1.546], [4.188, -2.336, -1.746], [3.521, -4.090, -0.455], [3.040, -5.126, -2.672], [3.218, -3.723, -3.628], [4.315, -1.868, -2.642], [4.361, -1.775, -0.920], [3.056, 0.549, -2.724], [2.631, -0.476, -3.567], [1.250, -0.416, -3.818], [3.343, -1.309, -4.128], [2.388, 1.326, -2.575], [4.004, 0.860, -2.564], [0.617, 0.267, -3.372], [0.778, -1.141, -4.304], [-0.611, -0.414, 1.425], [-0.226, 0.187, 0.270], [1.056, 0.606, 0.238], [-0.952, 0.431, -0.687], [-1.570, -0.672, 1.514], [0.089, -0.610, 2.116], [1.644, 0.404, 1.042], [1.598, 0.554, -0.608]],
  "lowdin_charge": [-0.0370, -0.4583, -0.0062, -0.1490, -0.1859, -0.1341, -0.4767, -0.0286, -0.0318, -0.0640, -0.0632, 0.0782, 0.0708, 0.0612, 0.0513, 0.0659, 0.0711, 0.1102, 0.1067, 0.1380, 0.0696, 0.1122, 0.1275, 0.0741, 0.0727, 0.0817, 0.0658, 0.0597, 0.0715, 0.1085, -0.0375, -0.4927, -0.0039, -0.1544, -0.1868, -0.1373, -0.5212, -0.0176, -0.0484, -0.0162, -0.1218, 0.0881, 0.0766, 0.0653, 0.0825, 0.0780, 0.0857, 0.1126, 0.1225, 0.1073, 0.1149, 0.1232, 0.1244, 0.0710, 0.0824, 0.0890, 0.0806, 0.0563, 0.1098, 0.0361, -0.0179, -0.5617, -0.0081, -0.1430, -0.1749, -0.1585, -0.4219, -0.0055, -0.0031, -0.0955, -0.0466, 0.0945, 0.0711, 0.0736, 0.0806, 0.0820, 0.0578, 0.1294, 0.0926, 0.0949, 0.1153, 0.1211, 0.1100, 0.0764, 0.0763, 0.0554, 0.0620, 0.0676, 0.0699, 0.0392, -0.0016, -0.4062, -0.0164, -0.1512, -0.1904, -0.1536, -0.4874, -0.0094, -0.0121, -0.0755, -0.0454, 0.0644, 0.0400, 0.0769, 0.0685, 0.0757, 0.0661, 0.1318, 0.1021, 0.1116, 0.1379, 0.1114, 0.1257, 0.0716, 0.0566, 0.0449, 0.0792, 0.0459, 0.0886, 0.0641, -0.1415, -0.1940, -0.2162, -0.2434, -0.0560, -0.1881, -0.1813, -0.2088, -0.1551, 0.1065, 0.0669, 0.0895, 0.1248, 0.1316, 0.1312, 0.1168, 0.0917, 0.1079, 0.1416, 0.1136, 0.0919, 0.0929, 0.0830, 0.0934, 0.1624, -0.6294, 0.1693, -0.0406, 0.0874, 0.0405, 0.1082, 0.1112, 0.1555, -0.6767, 0.1665, 0.0003, 0.0986, 0.1181, 0.0615, 0.1037, 0.1502, -0.5946, 0.1914, -0.0177, 0.0705, 0.1003, 0.0705, 0.0533, 0.2194, -0.6172, 0.1914, -0.0126, 0.0646, 0.0835, 0.0522, 0.0818]
}

{
  "formula": "C5H4IrN4O8P2Se",
  "method": "the ωB97M-V functional and the def2-TZVPD basis",
  "spin_multiplicity": 6,
  "s_squared": 8.79,
  "orbital_gap_ev": [7.8327, 6.0630],
  "charge": 0,
  "homo_ha": [-0.3164, -0.3860],
  "elements": ["Ir", "O", "P", "O", "O", "O", "P", "O", "O", "O", "H", "H", "N", "C", "O", "C", "C", "N", "C", "N", "H", "H", "Se", "C", "N"],
  "xyz": [[0.028, 0.844, -0.747], [-0.048, -1.023, -2.440], [0.500, -2.002, -1.230], [0.148, -3.406, -1.371], [-0.012, -1.181, -0.039], [2.088, -1.774, -1.341], [2.920, -0.411, -1.631], [2.711, -0.257, -3.223], [4.316, -0.549, -1.238], [2.090, 0.764, -1.053], [0.393, -1.166, -3.290], [3.527, -0.495, -3.681], [-0.287, 0.006, 3.550], [-0.697, 0.363, 2.336], [-0.017, 1.068, 1.588], [-2.068, -0.090, 1.939], [-2.446, 0.254, 0.633], [-2.231, 0.630, -0.447], [-2.898, -0.789, 2.830], [-3.513, -1.374, 3.613], [0.645, 0.266, 3.830], [-0.839, -0.576, 4.159], [-0.009, 3.122, -1.453], [-1.640, 3.703, -0.838], [-2.662, 4.076, -0.455]],
  "lowdin_spin": [2.6483, 0.0829, 0.0069, 0.0128, 0.0931, 0.0004, 0.0206, 0.0048, 0.0151, 0.2124, 0.0015, 0.0003, 0.0419, 0.0554, 0.1414, 0.4025, 0.1658, 0.2358, 0.0422, 0.2049, 0.0011, 0.0012, 0.4618, 0.0592, 0.0874]
}

{
  "formula": "C2H4Cl2FN",
  "method": "the ωB97M-V functional and the def2-TZVPD basis",
  "orbital_gap_ev": 10.9469,
  "charge": 0,
  "smiles": "NCC(F)(Cl)Cl",
  "homo_ha": -0.3766,
  "elements": ["N", "C", "C", "F", "Cl", "Cl", "H", "H", "H", "H"],
  "xyz": [[-1.595, -0.246, -0.176], [-0.192, -0.340, -0.360], [0.942, 0.342, 0.289], [1.016, 0.106, 1.568], [2.346, -0.521, -0.257], [1.022, 2.087, -0.097], [-1.878, 0.893, -0.030], [-2.051, -0.700, 0.806], [0.322, -1.416, -0.253], [0.067, -0.208, -1.489]],
  "nbo_charge": [-0.8224, -0.3152, 0.3063, -0.3198, -0.0055, -0.0318, 0.3693, 0.3785, 0.2275, 0.2132]
}

Total energy (computed, Eh): -339.6191, -3281.0356, -4202.4555, -1153.5424